Entry 1:
C35H66F6N10O7S | ωB97M-V with the def2-TZVPD basis set

Computed properties:
HOMO energy, eV: -15.68
Charge: +4
E_LUMO, eV: -7.60
HOMO-LUMO gap, eV: 8.1

CARTESIAN COORDINATES (ANGSTROEM)
C  -0.92011  0.45049  -0.45058
O  -0.24461  -0.53447  -1.32362
O  -2.27658  0.28825  -0.48673
C  -0.17523  0.64024  0.91811
F  -0.45494  -0.31687  1.83698
F  1.15996  0.62117  0.72883
F  -0.37431  1.83157  1.51800
C  0.02476  -1.85664  -0.77229
C  0.50110  -2.64763  -1.96842
H  1.20444  -3.43440  -1.66423
H  -0.13493  -3.16598  -2.68812
H  1.18275  -2.16277  -2.67518
H  -0.88863  -2.34193  -0.42056
H  0.76838  -1.83123  0.02385
H  -0.74189  1.35314  -1.04514
C  -6.11860  -0.20439  -3.61279
C  -4.77645  0.12171  -3.06920
O  -4.20560  1.14416  -3.28395
N  -4.01749  -0.96912  -2.33303
H  -3.52678  -0.45933  -1.58228
H  -4.56719  -1.70002  -1.89069
C  -2.88382  -1.46610  -3.20027
H  -5.89813  -0.81999  -4.49210
H  -6.74232  0.59896  -3.99740
H  -6.75601  -0.75445  -2.91882
H  -3.29310  -1.77851  -4.15858
H  -2.31563  -2.25452  -2.71512
H  -2.22018  -0.61343  -3.32415
C  -6.37691  3.09320  0.29565
C  -5.29185  2.07414  0.10538
O  -5.51628  0.92178  -0.15673
N  -3.87006  2.44606  0.42340
H  -3.27235  1.77351  -0.08295
H  -3.65256  3.39225  0.04488
C  -3.47406  2.31905  1.85763
H  -7.35975  2.75483  -0.02324
H  -6.13343  3.94688  -0.34411
H  -6.49271  3.46211  1.31509
H  -4.24203  2.82679  2.45243
H  -2.66632  3.00175  2.10839
H  -3.45454  1.28473  2.18437
C  3.55813  1.96653  -1.80767
C  4.47302  3.14204  -1.46047
N  3.92482  3.90208  -0.31301
C  4.27221  3.82981  1.01635
C  3.37758  4.50472  1.77704
N  2.51860  5.12544  0.88602
C  2.81506  4.62993  -0.35558
C  1.25044  5.84358  1.12580
H  3.44137  1.27912  -0.96609
H  3.97708  1.35181  -2.60233
H  2.56766  2.35932  -2.03244
H  4.44487  3.78229  -2.34091
H  5.49586  2.84416  -1.24403
H  5.21976  3.37027  1.24836
H  3.27253  4.63282  2.84086
H  2.24427  4.93660  -1.22047
H  1.30458  6.77077  0.56869
H  1.07938  5.89549  2.20475
H  0.36126  5.22305  1.01419
C  -0.88854  -5.84663  -4.59582
C  -0.22807  -6.98871  -3.82697
N  1.06848  -7.34334  -4.36337
C  2.25285  -7.13711  -3.69524
C  3.27131  -7.51767  -4.52840
N  2.68503  -7.99834  -5.67496
C  1.36028  -7.84757  -5.58726
C  3.36073  -8.40847  -6.92401
H  -1.97626  -5.81693  -4.52434
H  -0.61936  -5.90123  -5.64979
H  -0.67081  -4.83180  -4.25566
H  -0.83570  -7.88927  -3.93966
H  -0.15800  -6.87113  -2.74758
H  2.26517  -6.84733  -2.65868
H  4.34538  -7.43519  -4.52366
H  0.65323  -7.99292  -6.38824
H  4.41709  -8.62146  -6.77582
H  3.43414  -7.56735  -7.61525
H  2.73379  -9.20488  -7.31297
C  7.76079  -2.50910  0.98363
C  7.07696  -3.01296  2.24163
N  6.25717  -2.02603  2.97221
C  5.42522  -2.35176  3.96215
C  4.72019  -1.19280  4.33463
N  5.27061  -0.21116  3.60254
C  6.19331  -0.69060  2.73822
C  4.93724  1.21210  3.67085
H  8.11471  -3.27170  0.29462
H  8.58231  -1.81728  1.17130
H  7.04367  -1.91298  0.40889
H  7.87249  -3.43260  2.85973
H  6.42868  -3.86662  2.04600
H  5.31280  -3.38446  4.25033
H  3.98711  -1.00945  5.10100
H  6.78693  -0.13356  2.03497
H  4.13240  1.42976  2.96640
H  5.74099  1.92184  3.49278
H  4.51530  1.44573  4.64725
C  -5.82205  3.00678  5.45553
C  -4.45682  3.18358  6.15510
N  -3.39468  2.31628  5.60329
C  -2.22640  2.80493  5.07161
C  -1.50483  1.74538  4.61294
N  -2.25995  0.61397  4.84265
C  -3.43922  0.99798  5.44476
C  -1.91825  -0.76062  4.51170
H  -6.61525  3.30404  6.14214
H  -6.09847  1.97906  5.21328
H  -5.95576  3.60914  4.55815
H  -4.54906  3.01528  7.22559
H  -4.09570  4.19250  5.96900
H  -2.03791  3.86529  5.04517
H  -0.54220  1.57566  4.16128
H  -4.28981  0.34365  5.54509
H  -0.83794  -0.83064  4.62459
H  -2.25605  -0.94996  3.49510
H  -2.34717  -1.46462  5.22100
C  -2.37692  5.56954  -2.97573
F  -1.38288  6.12205  -3.63696
F  -3.53677  6.16464  -3.16966
F  -2.45050  4.28675  -3.39367
S  -1.90057  5.43427  -1.13155
O  -1.82603  6.79051  -0.62992
O  -3.03120  4.73492  -0.50870
O  -0.58171  4.80578  -1.11497

***

Entry 2:
C8H13N2O | ωB97M-V with the def2-TZVPD basis set

Computed properties:
HOMO energy, eV: -12.87
Charge: +1
ΔE to the lowest compared entry with this formula, charge and spin, kcal per mole: 82.0
E_LUMO, eV: -3.20
HOMO-LUMO gap, eV: 9.7

CARTESIAN COORDINATES (ANGSTROEM)
C  -0.82671  -2.36713  -1.82915
C  -0.84588  -1.04790  -1.27695
C  0.24488  -3.16431  -1.43186
C  1.28742  -1.48598  -0.28370
C  0.26091  -0.66128  -0.55173
C  -0.33949  2.34358  -0.46187
C  -0.92816  0.40010  2.19958
C  0.42194  1.23909  0.17092
N  1.24144  -2.71717  -0.72127
N  0.27851  1.16606  1.69411
O  1.76512  1.62746  -0.07556
H  -1.68193  -2.64902  -2.38588
H  -1.71353  -0.31668  -1.52519
H  0.19637  -4.21063  -1.85200
H  2.12773  -1.23645  0.20712
H  -0.03915  3.28504  -0.15836
H  -1.36882  2.19793  -0.30089
H  -0.21108  2.47481  -1.54213
H  -0.63334  0.40824  3.21345
H  -1.91807  0.79591  2.12611
H  -0.86792  -0.55815  1.61515
H  0.19256  2.08324  2.01421
H  1.23321  0.87097  2.14556
H  2.12399  1.52227  -0.98968

***

Which of these has the lowest charge?
C8H13N2O

***

HOMO-LUMO gap of number 2 (C8H13N2O)?
9.7 eV